No. 1
{"formula": "C5H11N", "method": "wB97M-V/def2-TZVPD", "symbols": ["C", "C", "N", "C", "C", "C", "H", "H", "H", "H", "H", "H", "H", "H", "H", "H", "H"], "xyz": [[-0.0660, -0.9133, -2.0382], [0.7583, 0.0125, -1.2006], [0.2298, 0.8651, -0.3882], [-1.0643, 1.4455, -0.0806], [0.2211, 1.7977, 0.5794], [0.3061, -1.1031, 2.2132], [0.1664, -1.9601, -1.8063], [-1.1336, -0.7525, -1.8564], [0.1161, -0.7763, -3.1118], [0.1588, -1.2875, 1.1441], [1.8431, -0.0429, -1.2069], [-1.4929, 1.9944, -0.9264], [-1.7783, 0.8174, 0.4580], [0.7948, 2.7140, 0.5256], [-0.4532, -0.4026, 2.5703], [1.2923, -0.6576, 2.3651], [0.2377, -2.0487, 2.7576]], "atomic_forces_ev_per_a": [[-0.076, -0.030, -0.025], [-0.027, 0.166, 0.063], [0.120, -0.235, -0.124], [-0.367, -0.080, -0.127], [0.189, 0.150, -0.022], [-0.013, -0.061, -0.009], [-0.031, 0.119, -0.025], [0.167, -0.007, -0.005], [0.006, 0.023, 0.192], [0.025, 0.018, 0.245], [-0.109, 0.017, -0.012], [0.065, -0.013, 0.136], [0.133, 0.083, -0.089], [-0.052, -0.077, -0.061], [0.143, -0.147, -0.048], [-0.164, -0.064, -0.027], [-0.009, 0.136, -0.063]], "lumo_energy_ha": 0.0378, "molar_mass_g_mol": 85.15, "multiplicity": 1}

---

No. 2
{"formula": "C5H11N", "method": "wB97M-V/def2-TZVPD", "symbols": ["C", "C", "C", "C", "C", "N", "H", "H", "H", "H", "H", "H", "H", "H", "H", "H", "H"], "xyz": [[-1.0228, 2.6604, -0.8174], [-0.8905, 1.5010, -0.1006], [0.1757, 0.4621, -0.5437], [0.8512, -0.2211, 0.6751], [0.9137, -1.7776, 0.4640], [-0.4105, -2.1977, 0.7672], [-1.6490, 3.4423, -0.4497], [-0.5947, 2.8605, -1.7766], [-1.7064, 1.2407, 0.5235], [-0.1528, -0.1680, -1.4008], [0.9226, 1.1539, -1.1267], [0.3071, 0.0914, 1.5840], [1.9623, 0.1079, 0.7189], [1.5729, -2.0955, 1.2843], [1.3073, -2.0626, -0.5655], [-1.0878, -1.7762, 0.1928], [-0.4981, -3.2215, 0.5711]], "atomic_forces_ev_per_a": [[-0.249, -1.764, 1.734], [0.727, 1.071, -3.724], [0.705, 2.636, -1.004], [2.220, -0.182, -1.843], [0.499, 2.142, 0.710], [-0.264, -3.448, 0.490], [-0.814, 0.224, 0.053], [1.024, 0.037, -0.126], [-0.126, -0.150, 1.419], [-0.221, -0.266, 1.032], [-0.937, -1.379, 1.240], [0.497, -0.620, -0.242], [-1.883, -0.123, 0.178], [0.041, -0.549, -0.584], [-0.232, 0.447, 1.185], [-0.882, 0.810, -0.928], [-0.104, 1.114, 0.410]], "lumo_energy_ha": 0.0438, "molar_mass_g_mol": 85.15, "multiplicity": 1}

---

The calculation returns the following orbital gap values, one per record and in order: 8.105; 10.474 eV.
The calculation returns the following energy above the lowest of the compared OMol25 structures with the same formula, charge and spin values, one per record and in order: 90.6; 45.5 kcal/mol.